Here is a structure of composition C44H24Cl4MnN4 from OMol25. Energies are from ωB97M-V/def2-TZVPD.

Positions of all 77 atoms, in Å:
Mn (-0.027, -0.160, -0.079)
Cl (0.160, -5.141, 7.783)
C (0.045, -4.395, 6.242)
C (-0.803, -4.918, 5.273)
C (-0.926, -4.289, 4.050)
C (-0.189, -3.143, 3.749)
C (0.693, -2.659, 4.730)
C (0.794, -3.258, 5.965)
C (-0.344, -2.349, 2.527)
C (-0.463, -2.867, 1.223)
C (-0.823, -4.197, 0.832)
C (-1.093, -4.168, -0.502)
C (-0.759, -2.859, -0.961)
C (-0.585, -2.539, -2.312)
C (-1.380, -3.213, -3.363)
C (-0.918, -4.183, -4.245)
C (-1.748, -4.675, -5.238)
C (-3.038, -4.180, -5.374)
Cl (-4.056, -4.763, -6.637)
C (-3.513, -3.216, -4.494)
C (-2.689, -2.741, -3.493)
C (0.273, -1.498, -2.695)
N (0.596, -0.435, -1.893)
C (1.415, 0.369, -2.656)
C (1.781, 1.671, -2.312)
C (2.688, 2.458, -3.159)
C (2.390, 2.794, -4.477)
C (3.250, 3.593, -5.206)
C (4.434, 4.035, -4.630)
Cl (5.510, 5.018, -5.541)
C (4.756, 3.688, -3.323)
C (3.874, 2.922, -2.589)
C (1.264, 2.306, -1.175)
C (1.304, 3.718, -0.951)
C (0.574, 3.960, 0.172)
C (0.141, 2.691, 0.661)
N (0.547, 1.686, -0.184)
C (-0.475, 2.483, 1.896)
C (-0.597, 1.211, 2.459)
C (-0.984, 0.950, 3.804)
C (-0.862, -0.390, 3.993)
C (-0.439, -0.958, 2.749)
N (-0.303, 0.030, 1.811)
C (-0.974, 3.647, 2.654)
C (-2.121, 4.307, 2.216)
C (-2.649, 5.354, 2.949)
C (-2.014, 5.773, 4.111)
Cl (-2.685, 7.055, 5.044)
C (-0.851, 5.147, 4.539)
C (-0.344, 4.083, 3.818)
C (1.706, -0.273, -3.897)
C (0.951, -1.403, -3.945)
N (-0.391, -2.068, 0.101)
H (-1.382, -5.802, 5.487)
H (-1.650, -4.670, 3.350)
H (1.316, -1.802, 4.523)
H (1.442, -2.839, 6.719)
H (-0.886, -5.052, 1.474)
H (-1.431, -4.969, -1.132)
H (0.082, -4.575, -4.141)
H (-1.399, -5.435, -5.918)
H (-4.518, -2.839, -4.606)
H (-3.048, -1.981, -2.811)
H (1.465, 2.457, -4.919)
H (3.001, 3.878, -6.215)
H (5.686, 4.016, -2.886)
H (4.110, 2.646, -1.572)
H (1.794, 4.428, -1.589)
H (0.360, 4.898, 0.647)
H (-1.280, 1.690, 4.518)
H (-1.082, -0.940, 4.885)
H (-2.627, 3.974, 1.319)
H (-3.552, 5.847, 2.630)
H (-0.351, 5.492, 5.430)
H (0.559, 3.591, 4.148)
H (2.381, 0.111, -4.634)
H (0.908, -2.135, -4.727)

Calculated values
LUMO (alpha / beta): -4.372 / -4.650 eV
Kohn-Sham gap (alpha / beta): 5.603 / 5.370 eV
⟨S²⟩: 6.04
Charge: +1
2S+1: 5

These are the Mulliken partial charges, in e, on atoms 1 to 2: 1.017 -0.187



Here is a cluster of 2 separate species, C3H8N2O in total in a non-equilibrium geometry from OMol25. Energies are from ωB97M-V/def2-TZVPD.

Positions of all 14 atoms, in Å:
C (-0.728, 0.089, -0.299)
C (-1.303, 1.300, 0.357)
N (-0.008, -0.772, 0.429)
N (-0.020, -2.059, -0.132)
C (1.602, 0.360, 0.021)
O (2.086, 1.174, 0.790)
H (0.302, -2.705, 0.584)
H (0.650, -2.139, -0.901)
H (2.111, -0.553, -0.314)
H (-1.216, -0.260, -1.218)
H (0.899, 0.803, -0.885)
H (-1.595, 2.037, -0.393)
H (-0.579, 1.725, 1.057)
H (-2.201, 0.999, 0.905)

Calculated values
Energy relative to the best compared isomer or geometry (same formula, charge and spin): 112.6 kcal/mol
LUMO: 0.036 eV
Kohn-Sham gap: 8.666 eV
Charge: 0

These are the Mulliken partial charges, in e, on atoms 1 to 2: -0.047 -0.931



Question: Which of these has the lowest charge?
Answer: C3H8N2O



Question: Look up the charge of the second one.
Answer: 0



Question: Which value of charge does entry 1 give?
Answer: +1



Question: Which of these has the lowest charge?
Answer: C3H8N2O